Computed, not measured: a 2-piece molecular cluster, C3H5NOS overall, with ωB97M-V/def2-TZVPD.

Structure (XYZ):
```
11
Properties=species:S:1:pos:R:3:forces:R:3
C -0.1876 -0.5372 -0.4391 -1.9101 -1.6772 -2.4772
C 0.7251 0.0959 -0.0230 0.9107 0.7570 1.0913
C 1.6376 0.9230 0.7517 0.4643 0.6294 0.5597
N -1.4296 -2.2893 1.2903 0.8153 -1.5485 -1.3908
O -1.6669 -1.4883 2.1314 -0.3491 1.6638 1.7865
S -2.6603 -3.3029 0.6851 -2.4009 0.8546 1.4505
H -1.9702 -3.9611 -0.1371 1.8026 -1.1565 -1.5822
H -0.9125 -1.1065 -1.0616 0.9974 0.8784 1.1359
H 2.4789 1.3428 0.1278 -0.6535 -0.7454 0.8612
H 1.9632 0.3895 1.7019 -0.0334 0.6339 -1.3833
H 1.0461 1.7974 1.0839 0.3568 -0.2894 -0.0516
```
Positions in Å, forces in eV/Å.

Properties
Charge ... 0
2S+1 ... 3
Gap between HOMO and LUMO (alpha / beta) ... 8.6 / 8.5 eV

Computed, not measured: C56H44LaN8O4PS as an isolated structure, with ωB97M-V/def2-TZVPD.

Structure (XYZ):
```
115
Properties=species:S:1:pos:R:3:forces:R:3
La -0.0113 1.2886 0.4679 0.6040 0.7180 0.0991
O -3.2598 4.0692 2.1915 1.0025 -1.9484 -0.0705
C -2.2457 3.1619 2.1340 -1.7543 -0.2763 -2.6521
O -2.2399 2.2020 1.3227 -0.3349 2.1517 2.4676
C -1.0905 3.5109 2.9764 0.5515 0.5370 1.6826
C -1.0907 4.6167 3.9018 -0.9206 -0.8682 -2.8794
C 0.0705 4.8571 4.5649 0.8277 -0.2025 1.2026
C 1.1585 3.9847 4.4347 0.0436 -0.1049 -0.9472
C 1.0555 2.9218 3.5062 0.6932 1.1680 1.1279
N -0.0528 2.6804 2.8146 -0.3342 0.6904 0.0809
C 2.2563 2.0827 3.1474 0.2125 -1.3024 -1.3945
O 3.3808 2.2076 3.8758 -1.1147 0.1300 -0.7467
O 2.1863 1.3043 2.1731 0.2073 1.5730 2.0941
H -4.0013 3.7278 1.6426 0.4580 0.2902 0.2078
H -1.9078 5.3553 3.8225 0.3981 -0.7032 0.5003
H 0.1132 5.6972 5.2453 0.2308 0.0771 -0.0870
H 2.1179 4.2457 4.9175 -0.8189 -0.2286 -0.1201
H 3.3353 2.9667 4.4946 0.0139 -0.6889 -0.3578
C 1.4185 -3.6596 2.5560 0.8877 -0.9816 0.2390
N 0.3852 -2.6610 2.5268 -1.0346 1.4607 -0.1947
C 0.4251 -1.5827 1.6520 -1.4811 1.2421 1.8709
N -0.5550 -0.6880 1.9792 0.3531 -2.1139 0.6846
C -1.2623 -1.2329 3.0409 0.5358 0.5410 -0.6873
C -0.7115 -2.4641 3.4083 1.2249 1.0786 -1.6818
C -1.1139 -3.3615 4.4564 -1.0526 -1.1953 1.9810
C -2.4968 -3.4036 4.8610 1.3603 -0.9673 -0.3523
C -2.9283 -4.2068 5.9319 1.3046 1.1531 -0.9040
C -1.9668 -4.9391 6.5985 0.6213 -0.9972 0.4529
C -0.6282 -5.0002 6.1796 -0.4439 0.4431 -0.0866
C -0.1759 -4.1575 5.1726 -1.0861 0.6293 -0.3447
C -2.3308 -0.4681 3.7496 -0.3896 0.0819 0.3668
C -3.5284 0.0308 3.2034 0.4345 -0.5107 0.4031
C -4.4991 0.6246 4.0205 -0.6143 0.2715 -0.8192
C -4.2719 0.8394 5.3693 0.6358 -0.2064 0.1202
C -3.0733 0.3495 5.9192 -0.7853 0.8678 -0.0689
C -2.1462 -0.2906 5.1227 0.4991 0.1629 0.4082
P 1.1736 -1.6653 0.0381 -1.0239 -3.2915 -0.9739
C 2.2540 -0.5776 -0.8044 0.3286 2.3114 -0.4750
N 2.1060 0.7614 -0.9293 1.9351 -0.8811 -0.9566
C 3.1361 1.1766 -1.8034 -1.3139 -0.6919 -0.0600
C 3.8922 0.0775 -2.2028 -1.0764 -0.6353 0.8318
N 3.2444 -1.0495 -1.6186 1.3023 1.7720 0.0160
C 3.5862 -2.4305 -1.8203 -0.5462 -1.4253 0.6702
C 5.1256 0.0563 -3.0175 -0.3680 -0.8880 -0.5858
C 5.9263 1.1990 -3.0661 0.2871 -0.0873 0.8568
C 7.0358 1.2590 -3.9014 -0.7454 0.3127 -0.3516
C 7.2499 0.1774 -4.7372 0.4991 -0.2451 -0.4566
C 6.5160 -1.0062 -4.6928 -0.1836 0.3054 0.3217
C 5.4346 -1.0648 -3.8278 0.1471 0.5014 0.4447
C 3.1443 2.5309 -2.3885 0.4790 1.5170 0.0367
C 3.4912 2.7844 -3.7663 -0.6862 -0.2265 1.7187
C 3.5356 4.0931 -4.2039 0.1089 0.2132 -1.1035
C 3.3271 5.1475 -3.3445 0.0277 0.5384 0.2720
C 2.9629 4.9302 -2.0250 -0.0179 0.2353 0.0191
C 2.8651 3.6375 -1.5229 0.4611 -0.8472 -1.5824
C -0.3600 -1.5487 -0.9889 0.9695 1.1922 0.6292
N -0.9953 -0.3674 -1.0836 -1.2832 -2.6454 -2.3544
C -1.9714 -0.5992 -2.1237 1.4227 0.2373 1.2971
C -1.8880 -1.9012 -2.5227 0.2497 -1.2279 -1.0005
N -0.7987 -2.4910 -1.8455 -1.3720 1.4999 0.2671
C -0.3146 -3.8380 -1.9730 1.3536 -0.8931 0.5686
C -2.7167 -2.6794 -3.4989 -0.6004 0.6254 0.0852
C -2.2036 -3.7220 -4.2933 0.4364 1.2502 0.4690
C -3.0085 -4.4348 -5.1358 -0.2321 -0.5758 -0.8675
C -4.3438 -4.0854 -5.2338 -1.2295 -0.8044 -0.9193
C -4.8796 -3.0057 -4.5534 -0.2740 0.4809 0.8055
C -4.0761 -2.3075 -3.6472 0.7502 -1.0998 0.0237
C -2.6855 0.5414 -2.6690 -1.2586 0.7824 -0.2347
C -3.0912 1.5711 -1.7997 -0.0054 -0.0041 -0.5198
C -3.6686 2.7231 -2.2975 -0.0912 0.5248 -0.2226
C -3.9028 2.8739 -3.6636 -0.0864 1.0841 0.1805
C -3.5525 1.8690 -4.5343 -0.0301 -0.4613 -0.6968
C -2.9890 0.6843 -4.0333 0.1791 0.1677 -0.5455
H 1.9665 -3.6896 1.6173 -0.1087 0.4139 -0.1107
H 2.1531 -3.4913 3.3564 -0.3016 0.1989 -0.2265
H 1.0515 -4.6713 2.6760 -0.5205 -0.0323 0.2122
H -3.2039 -2.8820 4.2491 -0.3556 0.3106 -0.0285
H -3.9514 -4.1784 6.2430 -0.3686 -0.1130 0.1053
H -2.2095 -5.5308 7.4821 -0.2264 0.0739 -0.3362
H 0.0419 -5.7079 6.6528 0.0603 0.3003 0.1705
H 0.8750 -4.0156 4.9808 0.0939 -0.3889 -0.0363
H -3.7160 -0.0801 2.1519 -0.1230 -0.1175 -0.3279
H -5.4742 0.9207 3.5692 0.9536 -0.1273 0.3447
H -4.9755 1.4213 5.9668 0.1286 -0.4198 -0.0873
H -2.8692 0.5562 6.9639 0.0921 -0.2232 -0.0548
H -1.2174 -0.6035 5.5979 -0.1551 -0.1702 -0.1940
H 4.6342 -2.6383 -1.9465 0.4088 0.4752 0.1705
H 3.2617 -3.0030 -0.9402 0.0667 0.2064 -0.2702
H 3.0749 -2.8687 -2.6815 -0.0773 0.2748 -0.0364
H 5.6922 1.9958 -2.3648 0.1324 0.0505 -0.3220
H 7.6268 2.1835 -4.0283 -0.3288 -0.7184 0.3468
H 8.0241 0.2589 -5.4721 0.4635 -0.0555 -0.2234
H 6.7845 -1.8536 -5.3254 -0.1304 0.3170 0.1621
H 4.8564 -1.9720 -3.7246 0.0269 0.1989 -0.4726
H 3.7387 1.9773 -4.4420 -0.1962 -0.0799 0.0584
H 3.7020 4.3849 -5.2570 0.1741 -0.6976 0.6023
H 3.4934 6.1592 -3.7262 -0.3498 -0.2976 0.2497
H 2.7228 5.7989 -1.4247 0.1944 -0.2493 0.1976
H 2.6255 3.4596 -0.4862 -0.0618 -0.0085 0.1373
H 0.3778 -3.9380 -2.8282 -0.4927 0.0545 0.2517
H 0.2912 -4.0815 -1.0752 -0.4437 0.2127 -0.4389
H -1.1121 -4.5783 -2.0436 -0.0388 0.3250 -0.0927
H -1.1423 -3.8569 -4.3318 0.3283 -0.3268 0.0919
H -2.6065 -5.2328 -5.7889 -0.2398 0.5413 0.6311
H -5.0153 -4.7043 -5.8661 0.5767 0.6113 0.3706
H -5.9453 -2.7245 -4.6415 0.7644 -0.3228 -0.0594
H -4.4882 -1.5714 -2.9766 -0.1121 0.2665 -0.1448
H -3.0040 1.4853 -0.7314 0.2754 -0.1917 0.1972
H -3.8916 3.5728 -1.6492 -0.0617 -0.4048 0.0048
H -4.3224 3.8259 -4.0447 0.2780 -0.7600 0.2906
H -3.7144 2.0375 -5.6272 0.1693 -0.4953 1.0903
H -2.7866 -0.1049 -4.7641 0.2152 0.1929 0.4695
S 0.3107 6.0821 -0.2116 -0.5601 -0.4824 0.0966
C -0.1450 4.5518 -0.4172 0.2005 -1.2791 -0.0400
N -0.3905 3.3780 -0.5401 0.2018 2.3451 0.0491
```
Positions in Å, forces in eV/Å.

Properties
Charge ... +2
2S+1 ... 1
Gap between HOMO and LUMO ... 5.9 eV

Calculated values (eV/A) of F_max for the records, taken in order: 3.55, 3.77.
Calculated values (Eh) of DFT total energy for the records, taken in order: -645.26690, -3670.26157.